Record 1
The following is a DFT calculation (ωB97M-V/def2-TZVPD) of a 3-piece molecular cluster, C22H40N2O overall at a distorted geometry.

Its HOMO energy is -7.429 eV. The value obtained for the gap between HOMO and LUMO is 0.2986 Ha. The LUMO energy is 0.0256 Eh. The calculation puts the max |F| at 15.2 eV Å⁻¹. The value obtained for the relative energy (zero: lowest compared OMol25 entry of this formula, charge and spin) is 2225.8 kJ/mol. The charge is 0.

Last column: Mulliken charge in e.
Atoms and positions in Å:
C (-6.35, -0.82, -1.85)  -1.53
C (-5.71, -0.07, -0.76)  1.26
C (-4.68, 0.87, -0.91)  -1.28
C (-4.16, 1.60, 0.16)  -0.45
N (-2.75, 1.32, 0.23)  0.08
C (-2.01, 1.78, -0.70)  -1.01
C (-0.61, 1.93, -0.10)  -0.87
N (-0.06, 0.87, 0.24)  1.14
C (-0.94, 0.56, 1.41)  -1.59
H (-0.86, 1.32, 2.22)  0.41
C (-2.38, 0.48, 1.03)  0.98
C (-2.46, -0.89, 0.03)  -1.64
H (-1.39, -1.26, -0.51)  0.00
H (-3.14, -0.81, -0.55)  1.47
C (-2.59, -2.26, 0.84)  -0.83
O (-3.88, -2.25, 1.79)  -0.53
H (-4.47, -2.18, 1.08)  0.27
H (-1.85, -2.40, 1.82)  0.15
H (-2.43, -3.02, 0.25)  0.58
H (-2.99, 0.16, 2.01)  0.17
H (-0.55, -0.36, 1.90)  0.35
C (1.25, 1.01, 0.88)  -1.49
H (1.57, 0.19, 1.44)  0.49
C (2.19, 0.84, -0.35)  -1.41
C (3.63, 0.43, -0.45)  0.24
C (4.68, 1.07, 0.25)  1.52
C (4.45, 2.34, 0.53)  -1.62
H (5.09, 3.25, -0.20)  0.24
H (3.33, 2.82, 0.56)  0.25
H (4.83, 2.71, 1.60)  0.24
C (6.00, 0.68, 0.52)  -1.20
C (6.28, -0.78, -0.24)  -0.73
C (5.20, -1.68, 0.16)  -0.68
H (5.39, -2.83, -0.29)  0.30
H (5.00, -1.89, 1.22)  0.41
C (3.89, -1.02, -0.45)  1.51
C (2.75, -2.08, -0.07)  -1.20
H (2.68, -1.95, 1.45)  0.12
H (2.91, -3.09, -0.09)  0.57
H (1.64, -1.71, -0.22)  -0.05
C (3.97, -1.52, -1.85)  -2.61
H (3.97, -2.41, -2.00)  0.92
H (2.83, -1.23, -2.43)  0.25
H (4.60, -0.96, -2.44)  0.53
H (6.34, -0.53, -1.26)  0.41
H (7.41, -1.22, 0.26)  0.25
H (6.79, 1.23, 0.31)  0.58
H (6.22, 0.30, 1.69)  0.26
H (1.77, 0.21, -1.32)  0.49
H (2.21, 1.82, -0.97)  0.41
H (1.63, 1.89, 1.23)  0.52
H (-0.46, 2.95, 0.38)  0.27
H (0.31, 2.35, -1.23)  0.27
H (-1.89, 1.03, -1.45)  0.36
H (-2.21, 2.74, -1.05)  0.41
H (-4.64, 1.54, 1.37)  0.27
H (-4.42, 2.62, -0.14)  0.28
H (-4.47, 0.91, -1.81)  0.76
C (-6.58, -0.21, 0.55)  -1.28
H (-7.29, 0.38, 0.91)  0.47
H (-6.95, -1.39, 0.45)  0.27
H (-5.92, -0.19, 1.49)  0.22
H (-6.25, -1.88, -1.84)  0.41
H (-7.61, -0.63, -1.96)  0.23
H (-5.86, -0.66, -2.81)  0.40

---

Record 2
The following is a DFT calculation (ωB97M-V/def2-TZVPD) of C22H40N3O3P3W as an isolated structure at a distorted geometry.

Its HOMO energy (alpha / beta) is -19.847 / -20.906 eV. The value obtained for the gap between HOMO and LUMO (alpha / beta) is 0.2281 / 0.2241 Ha. The LUMO energy (alpha / beta) is -0.5012 / -0.5442 Eh. The spin multiplicity is 3. The calculation puts the max |F| at 6.6 eV Å⁻¹. The charge is +4.

Last column: Mulliken charge in e.
Atoms and positions in Å:
P (2.52, -0.61, -0.31)  1.31
C (3.81, -0.92, 0.95)  -1.56
H (4.73, -1.25, 0.44)  0.71
H (3.48, -1.71, 1.62)  0.45
H (4.04, -0.01, 1.52)  0.39
C (2.82, -2.19, -1.22)  -1.34
H (2.95, -2.06, -2.30)  0.46
H (1.94, -2.83, -1.06)  0.25
H (3.69, -2.71, -0.82)  0.59
C (3.40, 0.84, -1.06)  -1.27
H (4.38, 0.54, -1.45)  0.46
H (3.50, 1.61, -0.28)  0.52
H (2.80, 1.30, -1.86)  0.07
P (-0.76, 2.87, -0.75)  0.18
C (-1.16, 3.78, 0.77)  -1.13
H (-1.46, 4.80, 0.47)  0.55
H (-0.29, 3.82, 1.44)  0.42
H (-2.01, 3.28, 1.25)  0.37
C (0.40, 4.01, -1.60)  -1.08
H (0.43, 3.83, -2.68)  0.47
H (1.40, 3.90, -1.17)  0.32
H (0.04, 5.03, -1.42)  0.52
C (-2.41, 3.09, -1.54)  -1.34
H (-2.44, 4.10, -1.94)  0.51
H (-3.16, 2.92, -0.75)  0.53
H (-2.58, 2.38, -2.35)  0.42
P (-2.04, -1.77, -0.40)  0.94
C (-2.85, -2.46, 1.06)  -1.29
H (-3.72, -3.05, 0.77)  0.66
H (-3.20, -1.64, 1.70)  0.45
H (-2.15, -3.09, 1.62)  0.27
C (-3.58, -1.48, -1.35)  -1.41
H (-4.36, -2.17, -0.99)  0.55
H (-3.49, -1.63, -2.43)  0.45
H (-3.93, -0.45, -1.18)  0.37
C (-0.98, -3.20, -0.80)  -0.89
H (-1.58, -4.07, -1.05)  0.54
H (-0.33, -3.40, 0.07)  0.44
H (-0.29, -3.03, -1.63)  0.05
W (-0.38, 0.33, -1.11)  3.24
C (1.07, 1.46, 0.67)  -0.71
O (1.52, 2.58, 0.71)  -0.48
C (-1.91, 0.73, 0.27)  -0.55
O (-2.88, 1.10, 0.86)  -0.39
C (-1.46, 0.31, -2.89)  -0.38
C (-0.97, -1.00, -2.87)  -1.87
C (0.40, -1.25, -2.98)  -0.99
C (1.29, -0.20, -3.05)  -1.30
C (0.83, 1.11, -3.07)  -1.01
C (-0.54, 1.35, -3.09)  -1.66
H (-2.52, 0.47, -2.96)  0.79
H (-1.66, -1.82, -2.95)  1.48
H (0.77, -2.26, -3.03)  1.12
H (2.34, -0.39, -3.14)  1.26
H (1.52, 1.93, -3.20)  0.76
H (-0.89, 2.32, -3.38)  1.30
C (2.56, -0.48, 4.15)  -0.73
N (1.31, -0.88, 3.55)  0.14
C (0.64, -2.03, 3.96)  -0.55
C (-0.66, -2.06, 3.59)  -1.08
C (-1.09, -0.93, 2.87)  -0.07
N (-0.31, -0.43, 1.90)  0.43
C (0.88, -0.21, 2.46)  0.19
O (1.63, 0.75, 1.99)  -0.43
N (-2.22, -0.30, 3.21)  -0.04
H (3.39, -0.65, 3.46)  0.26
H (2.67, -1.05, 5.06)  0.40
H (2.55, 0.59, 4.36)  0.32
H (1.17, -2.71, 4.62)  0.53
H (-1.38, -2.79, 3.91)  0.73
H (-2.73, -0.54, 4.04)  0.28
H (-2.47, 0.58, 2.76)  0.10

---

Record 3
The following is a DFT calculation (ωB97M-V/def2-TZVPD) of a 7-piece molecular cluster, C22H40N4O13 overall at a distorted geometry.

Its HOMO energy is -8.822 eV. The value obtained for the gap between HOMO and LUMO is 0.2729 Ha. The LUMO energy is -0.0513 Eh. The calculation puts the max |F| at 4.6 eV Å⁻¹. The charge is 0.

Last column: Mulliken charge in e.
Atoms and positions in Å:
N (-22.29, -5.60, -7.31)  -0.11
H (-22.02, -6.46, -7.76)  0.19
H (-23.08, -5.81, -6.72)  0.42
H (-22.71, -5.05, -8.04)  0.43
H (-21.49, -5.18, -6.86)  -0.06
C (-18.84, -4.65, -6.80)  -0.85
O (-19.81, -4.66, -5.69)  -0.76
H (-18.20, -5.53, -6.91)  0.08
H (-19.46, -4.59, -7.69)  0.27
H (-18.27, -3.72, -6.87)  0.48
C (-21.60, -1.36, -7.52)  -0.24
N (-21.13, -0.42, -8.58)  0.85
O (-21.82, 0.57, -8.71)  -0.55
O (-19.93, -0.45, -8.85)  -0.50
H (-20.86, -2.16, -7.59)  -0.16
H (-22.55, -1.85, -7.75)  0.28
H (-21.58, -0.97, -6.51)  0.29
C (-16.18, -2.06, -11.34)  -1.29
C (-17.28, -3.17, -11.42)  0.27
C (-17.16, -4.19, -10.23)  -0.13
O (-16.03, -4.99, -10.43)  -0.40
C (-15.69, -5.82, -9.30)  -0.55
N (-18.48, -2.30, -11.25)  -0.67
H (-15.23, -2.59, -11.32)  0.36
H (-16.20, -1.30, -10.56)  0.27
H (-16.28, -1.44, -12.23)  0.38
H (-17.41, -3.78, -12.31)  0.41
H (-18.01, -4.87, -10.22)  0.17
H (-17.17, -3.83, -9.21)  0.03
H (-15.57, -5.12, -8.47)  0.39
H (-14.68, -6.05, -9.64)  0.30
H (-16.23, -6.75, -9.17)  0.07
H (-19.37, -2.76, -11.36)  0.25
H (-18.55, -2.09, -10.27)  0.16
C (-21.09, -9.37, -7.36)  -1.46
C (-20.08, -8.23, -7.47)  0.45
C (-18.61, -8.73, -7.77)  -0.46
O (-18.72, -9.40, -9.00)  -0.31
C (-17.44, -9.86, -9.44)  -0.81
N (-20.62, -7.32, -8.52)  -0.66
H (-21.09, -9.92, -8.30)  0.31
H (-22.14, -9.11, -7.25)  0.39
H (-20.73, -10.01, -6.55)  0.38
H (-20.02, -7.58, -6.59)  0.29
H (-18.36, -9.42, -6.97)  0.38
H (-17.94, -7.88, -7.64)  0.24
H (-17.12, -10.89, -9.29)  0.28
H (-16.66, -9.19, -9.09)  0.28
H (-17.41, -9.70, -10.51)  0.30
H (-20.56, -7.93, -9.32)  0.38
H (-19.94, -6.58, -8.63)  0.03
C (-16.93, 0.62, -4.06)  -0.82
C (-15.78, -0.08, -4.27)  0.29
C (-15.81, -1.56, -4.57)  0.59
O (-14.77, -2.20, -4.80)  -0.67
C (-17.19, -2.08, -4.77)  -0.05
C (-18.30, -1.33, -4.63)  0.51
C (-18.26, 0.09, -4.23)  0.39
O (-19.26, 0.80, -4.00)  -0.63
O (-19.48, -1.88, -4.79)  -0.48
O (-14.61, 0.44, -4.17)  -0.55
H (-16.87, 1.70, -3.96)  0.40
H (-17.18, -3.14, -4.99)  0.53
H (-19.43, -2.80, -5.05)  0.03
H (-14.07, -0.29, -4.50)  0.36
C (-20.96, -5.18, 0.20)  -0.82
C (-19.77, -4.55, 0.21)  0.46
C (-19.07, -4.14, -1.03)  0.42
O (-17.97, -3.47, -1.08)  -0.66
C (-19.74, -4.58, -2.23)  -0.34
C (-20.86, -5.31, -2.26)  0.57
C (-21.65, -5.55, -1.04)  0.38
O (-22.69, -6.18, -1.04)  -0.57
O (-21.47, -5.73, -3.40)  -0.50
O (-19.15, -4.18, 1.39)  -0.53
H (-21.33, -5.62, 1.11)  0.43
H (-19.25, -4.40, -3.18)  0.49
H (-21.00, -5.38, -4.17)  0.36
H (-18.20, -4.09, 1.28)  0.33

---

- Among the records above, which one has the highest charge?
  C22H40N3O3P3W